# 1
{"formula": "CClNOS2", "method": "ωB97M-V/def2-TZVPD", "homo_ev": -10.204, "lumo_energy_ev": -1.90, "mol_weight_da": 141.6, "e_tot_ev": -38765.654, "orbital_gap_ev": 8.302, "elements": ["S", "O", "N", "S", "Cl", "C"], "xyz": [[0.446, -1.659, -1.243], [-0.892, -1.643, -0.659], [0.658, 1.525, -0.111], [1.909, -2.145, -0.086], [-1.336, 1.265, 1.756], [-0.174, 1.275, 0.645]]}

***

# 2
{"formula": "C3H8O2", "method": "ωB97M-V/def2-TZVPD", "homo_ev": [-14.605, -14.605], "lumo_energy_ev": [-4.80, -8.40], "mol_weight_da": 76.1, "s_squared": 0.754, "e_tot_ev": -7326.163, "total_charge": 1, "orbital_gap_ev": [9.802, 6.201], "spin_multiplicity": 2, "elements": ["H", "H", "H", "H", "H", "H", "C", "H", "H", "C", "O", "O", "C"], "xyz": [[-1.382, -3.814, 0.427], [-0.589, -4.534, -0.656], [0.269, 0.197, 1.958], [0.022, 2.794, -0.865], [-0.775, 0.538, -1.315], [1.743, 2.318, -0.757], [0.796, 2.389, -0.208], [-0.661, -0.862, -0.104], [1.022, 3.054, 0.622], [0.443, 1.064, 0.297], [-1.420, -4.062, -0.501], [0.889, 0.790, 1.496], [-0.357, 0.130, -0.395]]}

***

What did the first record say?
{"formula": "CClNOS2", "method": "ωB97M-V/def2-TZVPD", "homo_ev": -10.204, "lumo_energy_ev": -1.90, "mol_weight_da": 141.6, "e_tot_ev": -38765.654, "orbital_gap_ev": 8.302, "elements": ["S", "O", "N", "S", "Cl", "C"], "xyz": [[0.446, -1.659, -1.243], [-0.892, -1.643, -0.659], [0.658, 1.525, -0.111], [1.909, -2.145, -0.086], [-1.336, 1.265, 1.756], [-0.174, 1.275, 0.645]]}